[1]
The following is a DFT calculation (ωB97M-V with the def2-TZVPD basis set) of a molecular structure, C24H16CoN4O8S2.

Atoms and positions in Å:
Co -0.03 -0.48 0.40
O 3.83 0.39 -0.91
C 2.70 -0.05 -0.70
N 2.11 -0.28 0.49
C 2.91 -0.47 1.58
C 4.10 -1.21 1.43
C 5.00 -1.38 2.45
C 4.77 -0.78 3.70
C 3.62 -0.08 3.90
C 2.61 0.07 2.89
N 1.53 0.69 3.31
C 0.48 1.46 3.08
O -0.45 1.64 3.86
C 0.41 2.31 1.81
C 0.50 3.69 1.96
C 0.27 4.51 0.87
C -0.05 3.92 -0.34
C -0.11 2.54 -0.41
N 0.13 1.75 0.63
C 1.82 -0.42 -1.86
C 2.38 -0.90 -3.04
C 1.54 -1.34 -4.05
C 0.17 -1.24 -3.86
C -0.30 -0.73 -2.67
N 0.50 -0.33 -1.68
H 4.29 -1.66 0.47
H 5.89 -1.97 2.29
H 5.49 -0.88 4.50
H 3.39 0.35 4.87
H 0.73 4.10 2.94
H 0.33 5.58 0.97
H -0.27 4.52 -1.22
H -0.35 2.04 -1.34
H 3.46 -0.94 -3.13
H 1.95 -1.75 -4.96
H -0.52 -1.56 -4.62
H -1.36 -0.65 -2.47
O -1.55 -0.11 1.88
S -2.66 -0.46 0.99
O -3.87 0.30 1.17
O -2.17 -0.43 -0.40
C -3.05 -2.14 1.50
C -4.35 -2.36 1.92
C -4.71 -3.55 2.53
C -3.75 -4.53 2.74
C -2.45 -4.32 2.31
C -2.09 -3.13 1.69
S -0.38 -3.05 1.11
O 0.35 -2.06 1.91
O 0.12 -4.40 1.25
O -0.46 -2.58 -0.28
H -5.07 -1.56 1.76
H -5.73 -3.70 2.86
H -4.01 -5.45 3.25
H -1.68 -5.07 2.43

The multiplicity is 5. The relative energy (zero: lowest compared OMol25 entry of this formula, charge and spin) is 2.7 kcal per mole. For the total energy, the calculation gives -3924.4182 a.u. As for the net charge: -1.

Results of the Mulliken charge analysis, in e, for atoms 1 through 2: number 1, Co, carries 1.66; number 2, O, carries -0.69

[2]
The following is a DFT calculation (ωB97M-V with the def2-TZVPD basis set) of a molecular structure, C24H16FN2O3S5Tl.

Atoms and positions in Å:
Tl -0.19 0.72 -0.38
O -0.85 -1.21 3.91
C 0.40 -1.67 4.07
C 0.61 -2.69 5.01
C 1.88 -3.20 5.21
C 2.96 -2.71 4.48
C 2.75 -1.70 3.55
C 1.48 -1.17 3.33
C 1.25 -0.10 2.30
O 0.04 0.32 2.14
N 2.31 0.31 1.64
N 1.92 1.21 0.66
C 2.79 2.05 0.27
C 2.51 3.09 -0.71
C 3.60 3.73 -1.32
C 3.43 4.75 -2.24
C 2.12 5.15 -2.55
C 1.03 4.55 -1.95
C 1.17 3.50 -1.00
O 0.13 3.01 -0.42
H -0.77 -0.50 3.20
H -0.24 -3.07 5.55
H 2.03 -3.99 5.94
H 3.96 -3.11 4.63
H 3.56 -1.30 2.96
H 3.79 2.01 0.71
H 4.60 3.41 -1.05
H 4.28 5.23 -2.71
H 1.96 5.94 -3.28
H 0.02 4.85 -2.20
S -5.52 0.76 -5.61
C -4.31 0.80 -4.46
S -4.58 0.91 -2.78
C -2.92 0.99 -2.21
C -1.99 0.95 -3.19
S -0.24 0.98 -3.09
S -2.64 0.83 -4.81
S -2.77 1.08 -0.47
F -5.07 -3.59 -1.56
C -3.82 -3.11 -1.30
C -3.38 -3.07 0.00
C -2.11 -2.57 0.26
C -1.27 -2.12 -0.77
C 0.05 -1.53 -0.45
C -1.77 -2.18 -2.07
C -3.04 -2.67 -2.35
H -4.03 -3.41 0.80
H -1.76 -2.50 1.29
H 0.80 -1.67 -1.23
H 0.43 -1.83 0.53
H -1.15 -1.80 -2.88
H -3.43 -2.68 -3.36

The multiplicity is 1. The relative energy (zero: lowest compared OMol25 entry of this formula, charge and spin) is 2.7 kcal per mole. For the total energy, the calculation gives -3522.7969 a.u. As for the net charge: -2.

Results of the Mulliken charge analysis, in e, for atoms 1 through 2: number 1, Tl, carries 1.20; number 2, O, carries -0.75

[3]
The following is a DFT calculation (ωB97M-V with the def2-TZVPD basis set) of a molecular structure, C24H16N4O8Pd.

Atoms and positions in Å:
Pd -0.23 -1.27 -0.58
C -3.18 -2.05 -2.73
O -2.64 -0.78 -2.40
C -3.32 -0.02 -1.51
C -4.71 -0.05 -1.39
C -5.35 0.81 -0.51
C -4.62 1.70 0.26
C -3.24 1.72 0.15
C -2.57 0.87 -0.72
N -1.16 0.76 -0.77
N -0.58 1.86 -0.53
C 0.79 1.94 -0.45
C 1.71 0.91 -0.78
O 1.43 -0.23 -1.25
C 3.13 1.21 -0.62
C 3.57 2.41 -0.20
C 2.66 3.48 0.10
C 3.12 4.73 0.52
C 2.26 5.76 0.80
C 0.88 5.54 0.66
C 0.40 4.31 0.26
C 1.27 3.24 -0.03
H -3.46 -2.58 -1.82
H -2.38 -2.59 -3.22
H -4.03 -1.95 -3.41
H -5.28 -0.76 -1.97
H -6.43 0.76 -0.41
H -5.11 2.37 0.96
H -2.64 2.37 0.77
H 3.80 0.39 -0.85
H 4.63 2.59 -0.08
H 4.19 4.87 0.62
H 2.63 6.72 1.13
H 0.18 6.34 0.88
H -0.66 4.15 0.16
O -2.30 -3.98 1.58
C -1.52 -3.28 0.95
O -1.87 -2.40 0.06
C -0.02 -3.40 1.05
C 0.61 -3.60 2.21
C 2.05 -3.47 2.28
C 2.77 -3.16 1.13
C 2.13 -2.99 -0.07
C 0.67 -3.02 -0.21
N 2.92 -2.84 -1.24
O 2.37 -2.96 -2.33
O 4.14 -2.62 -1.14
N 2.73 -3.69 3.48
O 2.08 -4.02 4.48
O 3.97 -3.57 3.52
H 0.05 -3.82 3.11
H 3.85 -3.10 1.17
H 0.33 -3.59 -1.08

The multiplicity is 1. The relative energy (zero: lowest compared OMol25 entry of this formula, charge and spin) is 0.0 kcal per mole. For the total energy, the calculation gives -1872.8912 a.u. As for the net charge: -2.

Results of the natural (NBO) charge analysis, in e, for atoms 1 through 2: number 1, Pd, carries 0.70; number 2, C, carries -0.26

[4]
The following is a DFT calculation (ωB97M-V with the def2-TZVPD basis set) of a molecular structure, C24H17AuNO2.

Atoms and positions in Å:
Au -0.36 -2.37 -1.46
O -0.88 -6.07 0.38
C -0.56 -4.92 0.09
O -0.39 -4.46 -1.07
C -0.29 -3.97 1.27
C 0.15 -4.51 2.50
C 0.43 -3.67 3.54
C 0.30 -2.27 3.36
C 0.61 -1.31 4.34
C 0.48 0.02 4.07
C 0.00 0.46 2.83
C -0.34 -0.45 1.86
C -0.18 -1.83 2.09
N -0.47 -2.69 1.10
H 0.24 -5.58 2.58
H 0.76 -4.05 4.50
H 0.96 -1.65 5.31
H 0.74 0.75 4.82
H -0.08 1.52 2.64
H -0.71 -0.16 0.89
C -2.11 4.51 -1.76
C -2.92 3.68 -1.00
C -2.74 2.31 -1.04
C -1.75 1.73 -1.84
C -0.97 2.58 -2.62
C -1.14 3.95 -2.57
C -1.59 0.28 -1.79
C -0.43 -0.40 -1.84
C 0.85 0.31 -1.89
C 1.24 1.18 -0.87
C 2.51 1.71 -0.83
C 3.42 1.43 -1.84
C 3.03 0.61 -2.89
C 1.76 0.06 -2.91
H -2.23 5.59 -1.72
H -3.68 4.11 -0.36
H -3.35 1.67 -0.42
H -0.22 2.16 -3.27
H -0.50 4.59 -3.17
H -2.52 -0.25 -1.66
H 0.54 1.42 -0.08
H 2.80 2.36 -0.02
H 4.42 1.84 -1.82
H 3.72 0.38 -3.69
H 1.47 -0.58 -3.74

The multiplicity is 1. For the total energy, the calculation gives -1265.7788 a.u. As for the net charge: -1.

Results of the natural (NBO) charge analysis, in e, for atoms 1 through 2: number 1, Au, carries 0.51; number 2, O, carries -0.69

[5]
The following is a DFT calculation (ωB97M-V with the def2-TZVPD basis set) of a molecular structure, C24H18Br4MnN5O4S4.

Atoms and positions in Å:
Mn -0.94 0.82 1.31
Br -1.77 7.58 1.64
C -0.97 5.87 1.60
C 0.39 5.73 1.85
Br 1.44 7.24 2.27
C 0.97 4.47 1.80
Br 2.84 4.23 2.01
C 0.22 3.32 1.56
O 0.67 2.12 1.55
C -1.19 3.48 1.27
O -1.82 2.39 0.99
C -1.74 4.76 1.28
Br -3.57 4.92 0.84
S -2.01 -6.47 0.21
N -2.66 -5.18 -0.57
C -2.09 -4.08 -0.10
C -2.37 -2.74 -0.50
C -3.32 -2.41 -1.46
C -3.55 -1.07 -1.75
C -2.82 -0.10 -1.06
N -1.91 -0.37 -0.15
C -1.66 -1.69 0.15
C -0.70 -1.96 1.15
N -0.08 -0.87 1.73
C 0.84 -1.10 2.66
C 1.18 -2.38 3.10
C 0.53 -3.48 2.57
C -0.40 -3.29 1.56
C -1.11 -4.35 0.92
N -0.98 -5.64 1.18
H -3.87 -3.20 -1.95
H -4.29 -0.77 -2.48
H -2.99 0.95 -1.27
H 1.31 -0.23 3.08
H 1.93 -2.49 3.86
H 0.73 -4.48 2.91
C 2.64 -2.17 -2.81
C 3.43 -1.54 -1.68
S 2.34 -0.87 -0.34
C 2.79 0.90 -0.30
C 2.41 1.71 -1.52
S 0.61 2.03 -1.66
C 0.23 1.10 -3.18
C 0.43 -0.39 -3.04
S 1.92 -0.95 -3.96
H 1.83 -2.79 -2.43
H 3.29 -2.78 -3.43
H 4.06 -0.73 -2.05
H 4.05 -2.29 -1.20
H 3.87 0.96 -0.12
H 2.26 1.27 0.57
H 2.73 1.25 -2.45
H 2.89 2.69 -1.45
H 0.84 1.51 -3.99
H -0.82 1.34 -3.39
H -0.42 -0.95 -3.43
H 0.57 -0.66 -1.99
O -2.70 0.02 2.74
N -2.27 0.58 3.77
O -1.22 1.24 3.61

The multiplicity is 6. For the total energy, the calculation gives -14540.0270 a.u. As for the net charge: -1.

Results of the natural (NBO) charge analysis, in e, for atoms 1 through 2: number 1, Mn, carries 1.64; number 2, Br, carries 0.07

[6]
The following is a DFT calculation (ωB97M-V with the def2-TZVPD basis set) of a molecular structure, C24H18BrN3O4Se3SnTe.

Atoms and positions in Å:
Sn 0.27 -0.53 -0.15
Se 0.56 -0.12 2.51
Se 0.24 -2.06 3.79
Te -0.14 -3.86 2.09
Se -1.93 -3.23 0.69
C 2.75 -8.09 1.10
O 3.93 -7.32 0.92
C 3.81 -5.98 0.85
C 4.99 -5.26 0.67
C 4.94 -3.89 0.60
C 3.74 -3.18 0.68
C 3.77 -1.70 0.53
C 5.02 -0.96 0.95
O 2.85 -1.06 0.06
C 2.55 -3.91 0.85
O 1.38 -3.25 0.93
C 2.60 -5.30 0.94
H 3.07 -9.12 1.13
H 2.05 -7.94 0.27
H 2.26 -7.84 2.04
H 5.93 -5.80 0.60
H 5.86 -3.35 0.46
H 5.65 -1.52 1.63
H 4.70 -0.03 1.42
H 5.60 -0.69 0.07
H 1.67 -5.85 1.05
Br -4.70 2.79 -5.35
C -4.31 3.76 -3.77
C -3.01 4.16 -3.53
C -2.72 4.86 -2.36
C -3.73 5.15 -1.46
C -5.04 4.80 -1.75
C -5.33 4.08 -2.90
N -3.53 5.94 -0.27
N -2.62 5.71 0.53
C -1.75 4.58 0.39
C -0.40 4.81 0.37
C 0.53 3.78 0.19
C 0.12 2.47 0.07
O 0.96 1.47 -0.09
C -1.29 2.20 0.17
N -1.66 0.90 0.10
C -2.92 0.57 0.21
C -3.92 1.53 0.44
C -3.57 2.85 0.51
C -2.23 3.24 0.34
H -2.22 3.93 -4.23
H -1.70 5.17 -2.16
H -5.83 5.09 -1.07
H -6.35 3.78 -3.12
H -0.06 5.84 0.46
H 1.59 4.00 0.15
H -3.16 -0.48 0.16
H -4.95 1.21 0.57
H -4.33 3.60 0.72

The multiplicity is 1. The relative energy (zero: lowest compared OMol25 entry of this formula, charge and spin) is 7.9 kcal per mole. For the total energy, the calculation gives -11651.2425 a.u. As for the net charge: 0.

Results of the natural (NBO) charge analysis, in e, for atoms 1 through 2: number 1, Sn, carries 1.24; number 2, Se, carries -0.44